1.
Here is a 2-piece molecular cluster, C28H50Cl3N4O6S overall from OMol25. Energies are from ωB97M-V with the def2-TZVPD basis set.

Each line ends with the Mulliken charge.
CARTESIAN COORDINATES (ANGSTROEM)
C (0.77, -5.31, 0.86)  -0.942
C (-0.84, -5.36, 1.13)  -0.423
O (-1.38, -4.15, 0.54)  -0.236
C (-2.78, -4.29, 0.18)  -0.792
C (-3.33, -2.81, -0.12)  0.388
O (-4.09, -2.23, 0.97)  -0.421
C (-4.85, -1.08, 0.56)  -0.733
C (-3.94, 0.14, -0.02)  0.533
O (-4.33, 1.42, 0.54)  -0.382
C (-3.85, 2.54, -0.24)  -1.098
C (-2.37, 2.39, -0.81)  0.134
N (-1.27, 2.62, 0.10)  0.307
C (-1.24, 3.00, 1.54)  -1.233
C (-2.02, 1.99, 2.52)  0.504
S (-0.92, 1.60, 4.00)  -0.099
C (-0.48, -0.19, 3.69)  0.358
N (0.84, -0.69, 3.54)  -0.145
N (0.66, -2.03, 3.31)  -0.424
C (-0.73, -2.33, 3.30)  0.246
O (-1.53, -1.15, 3.54)  -0.194
C (-0.10, 2.44, -0.74)  0.730
C (1.40, 2.64, -0.21)  -1.454
C (1.87, 1.55, 0.87)  0.440
C (3.44, 1.27, 0.64)  -0.662
C (4.37, 1.54, 1.92)  -0.731
C (5.79, 0.82, 1.66)  -0.681
C (6.43, 1.11, 0.21)  -0.572
C (6.37, -0.19, -0.76)  -0.447
O (6.47, 0.18, -2.17)  -0.365
C (7.10, -0.88, -2.93)  -0.687
C (-0.41, 2.09, -2.21)  0.019
O (0.41, 1.87, -3.34)  -0.455
C (0.91, 0.51, -3.42)  -0.053
C (1.58, -0.07, -2.09)  -0.509
N (-1.89, 2.07, -2.15)  0.512
C (-2.88, 1.84, -3.24)  -1.042
C (-2.81, 0.39, -3.93)  0.068
C (-1.96, 0.47, -5.31)  -1.110
Cl (-2.30, -0.97, -2.82)  -0.081
H (1.14, -4.22, 0.77)  0.178
H (1.04, -5.87, -0.11)  0.310
H (1.27, -5.80, 1.76)  0.309
H (-1.31, -6.26, 0.59)  0.397
H (-1.07, -5.35, 2.25)  0.289
H (-3.40, -4.83, 0.97)  0.317
H (-2.81, -4.85, -0.83)  0.326
H (-2.40, -2.15, -0.26)  -0.293
H (-4.00, -2.77, -1.05)  0.359
H (-5.66, -1.32, -0.23)  0.351
H (-5.38, -0.66, 1.48)  0.297
H (-2.86, -0.11, 0.26)  0.208
H (-4.14, 0.18, -1.15)  -0.009
H (-3.82, 3.44, 0.49)  0.403
H (-4.63, 2.83, -1.04)  0.356
H (-1.77, 4.03, 1.63)  0.309
H (-0.19, 3.15, 1.97)  0.564
H (-3.00, 2.43, 2.95)  0.300
H (-2.32, 1.00, 2.00)  -0.592
H (-1.30, -3.31, 3.16)  0.237
H (1.47, 3.67, 0.31)  0.481
H (2.07, 2.72, -1.14)  0.493
H (1.28, 0.57, 0.76)  -0.113
H (1.73, 1.91, 1.95)  0.472
H (3.57, 0.19, 0.30)  0.088
H (3.85, 1.94, -0.21)  0.233
H (4.55, 2.69, 1.98)  0.280
H (3.93, 1.16, 2.90)  0.327
H (5.67, -0.33, 1.75)  0.364
H (6.52, 1.15, 2.47)  0.337
H (7.55, 1.31, 0.38)  0.350
H (6.00, 2.05, -0.31)  0.346
H (5.48, -0.88, -0.54)  0.236
H (7.32, -0.80, -0.53)  0.404
H (6.89, -1.93, -2.50)  0.308
H (8.24, -0.76, -3.00)  0.258
H (6.72, -0.91, -4.02)  0.232
H (1.75, 0.53, -4.23)  0.434
H (0.15, -0.26, -3.79)  -0.082
H (2.40, 0.66, -1.77)  -0.048
H (2.05, -1.09, -2.37)  0.520
H (0.80, -0.30, -1.28)  0.010
H (-3.97, 1.99, -2.89)  0.261
H (-2.69, 2.64, -4.04)  0.481
H (-3.89, 0.14, -4.27)  0.545
H (-1.30, 1.42, -5.31)  0.276
H (-1.26, -0.42, -5.46)  0.272
H (-2.66, 0.55, -6.22)  0.324
C (-4.71, 1.47, 5.29)  0.199
Cl (-3.84, 2.89, 5.89)  -0.145
Cl (-6.12, 1.93, 4.34)  -0.155
H (-4.03, 0.88, 4.67)  -0.215
H (-5.03, 0.87, 6.14)  0.342

Summary:
Charge   +1
Frontier orbital gap   8.385 eV
Molar mass   677.16 g/mol
E_tot   -96477.62738 eV
Largest force on an atom   6.40 eV/A

---

2.
Here is a 5-piece molecular cluster, C28H50N4O5 overall from OMol25. Energies are from ωB97M-V with the def2-TZVPD basis set.

Each line ends with the Mulliken charge.
CARTESIAN COORDINATES (ANGSTROEM)
C (-3.34, -0.71, -0.27)  -0.675
O (-2.00, -0.46, -0.76)  -0.210
C (-2.00, 0.25, -2.02)  -0.383
C (-0.45, 0.33, -2.49)  -0.520
C (0.55, 0.63, -1.24)  -0.604
C (1.18, -0.76, -0.76)  -0.122
C (2.40, -0.62, 0.28)  -0.500
C (2.70, -2.07, 0.99)  -0.472
C (2.22, -3.30, 0.09)  0.023
O (2.70, -4.60, 0.55)  -0.395
C (2.36, -5.61, -0.39)  0.372
O (2.89, -6.74, -0.22)  -0.596
C (1.38, -5.43, -1.64)  -0.323
C (2.15, -4.97, -2.97)  -0.285
C (1.23, -5.04, -4.30)  0.374
O (0.09, -5.56, -4.32)  -0.507
O (1.80, -4.39, -5.46)  -0.471
H (-3.38, -1.83, 0.01)  0.210
H (-4.18, -0.40, -0.97)  0.306
H (-3.43, -0.14, 0.73)  0.138
H (-2.61, -0.24, -2.85)  0.266
H (-2.34, 1.35, -1.91)  0.295
H (-0.21, -0.73, -2.88)  0.132
H (-0.29, 1.04, -3.36)  0.217
H (-0.02, 1.10, -0.36)  0.225
H (1.35, 1.40, -1.54)  0.452
H (1.54, -1.32, -1.69)  0.207
H (0.34, -1.32, -0.20)  -0.027
H (2.18, 0.16, 1.10)  0.285
H (3.33, -0.32, -0.32)  0.364
H (2.31, -2.11, 2.07)  0.255
H (3.85, -2.12, 1.06)  0.074
H (2.64, -3.12, -0.96)  -0.042
H (1.07, -3.36, 0.09)  0.323
H (0.89, -6.44, -1.88)  0.430
H (0.52, -4.70, -1.47)  0.206
H (3.08, -5.64, -3.08)  0.312
H (2.56, -3.90, -2.93)  0.222
H (1.56, -3.44, -5.31)  0.342
C (-2.50, 1.42, 4.58)  -1.077
C (-2.93, -0.02, 4.77)  -0.487
C (-1.75, -0.97, 4.98)  -0.473
C (-0.85, -0.93, 3.78)  0.293
N (-0.14, -0.90, 2.83)  -0.451
H (-1.88, 1.55, 3.68)  0.306
H (-3.37, 2.07, 4.46)  0.373
H (-1.92, 1.78, 5.44)  0.324
H (-3.51, -0.34, 3.90)  0.271
H (-3.59, -0.09, 5.64)  0.335
H (-2.11, -2.00, 5.12)  0.310
H (-1.17, -0.69, 5.86)  0.291
C (-2.30, 4.59, 3.10)  -0.943
C (-1.13, 5.45, 2.64)  -0.468
C (-1.32, 6.00, 1.22)  -0.479
C (-1.44, 4.86, 0.25)  0.328
N (-1.53, 3.96, -0.52)  -0.472
H (-2.42, 3.70, 2.48)  0.261
H (-2.14, 4.25, 4.13)  0.262
H (-3.24, 5.15, 3.08)  0.327
H (-0.21, 4.86, 2.69)  0.279
H (-1.02, 6.29, 3.33)  0.327
H (-0.47, 6.62, 0.94)  0.298
H (-2.22, 6.61, 1.16)  0.287
C (5.67, 1.34, 4.51)  -1.172
C (5.46, -0.14, 4.19)  -0.387
C (6.04, -0.54, 2.84)  -0.382
C (5.37, 0.25, 1.74)  0.295
N (4.84, 0.86, 0.88)  -0.533
H (5.16, 1.98, 3.80)  0.350
H (5.27, 1.57, 5.50)  0.348
H (6.73, 1.60, 4.51)  0.293
H (4.39, -0.36, 4.22)  0.244
H (5.93, -0.74, 4.97)  0.341
H (5.88, -1.61, 2.66)  0.292
H (7.12, -0.35, 2.81)  0.369
C (-2.84, 1.97, -5.52)  -0.941
C (-3.71, 0.80, -5.97)  -0.352
C (-5.06, 1.25, -6.55)  -0.436
C (-5.83, 2.00, -5.50)  0.248
N (-6.45, 2.58, -4.68)  -0.449
H (-3.31, 2.53, -4.71)  0.357
H (-1.88, 1.61, -5.14)  0.081
H (-2.64, 2.66, -6.35)  0.388
H (-3.87, 0.13, -5.13)  0.197
H (-3.17, 0.24, -6.74)  0.340
H (-5.63, 0.38, -6.87)  0.300
H (-4.91, 1.90, -7.41)  0.290

Summary:
Frontier orbital gap   9.780 eV
Molar mass   522.73 g/mol
E_tot   -46040.16200 eV
Largest force on an atom   5.14 eV/A
Structure (SMILES)   COCCCCCCCOC(=O)CCC(=O)O.CCCC#N.CCCC#N.CCCC#N.CCCC#N